ORCA calculation (wB97M-V/def2-TZVPD) on a structure of composition C27H35BaF2N8O4S3.

Each line ends with the Löwdin charge.
Geometry (Å):
Ba1 0.88 -0.55 0.64  1.741
N1 -4.70 -1.02 7.76  0.081
C1 -3.79 -0.91 6.71  -0.327
C2 -2.48 -0.46 6.95  -0.035
C3 -1.59 -0.30 5.91  -0.061
C4 -1.99 -0.60 4.61  -0.289
C5 -3.28 -1.04 4.36  -0.043
C6 -4.18 -1.19 5.40  -0.029
S1 -0.88 -0.44 3.26  0.473
O1 0.48 -0.32 3.76  -0.365
O2 -1.08 -1.63 2.43  -0.432
N2 -1.25 0.78 2.32  -0.161
C7 -1.15 2.05 2.81  -0.457
N3 -1.13 3.05 1.90  0.117
C8 -1.05 4.28 2.36  -0.160
C9 -0.98 4.60 3.71  -0.080
C10 -1.00 3.51 4.57  -0.141
N4 -1.08 2.26 4.14  0.127
H1 -4.27 -1.17 8.67  0.080
H2 -5.45 -1.67 7.60  0.080
H3 -2.18 -0.23 7.97  0.106
H4 -0.59 0.05 6.07  0.112
H5 -3.57 -1.28 3.34  0.088
H6 -5.19 -1.54 5.21  0.107
H7 -1.02 5.07 1.61  0.103
H8 -0.90 5.61 4.07  0.086
H9 -0.94 3.64 5.64  0.105
C11 -0.47 -1.07 -2.83  -0.091
O3 0.61 -0.47 -2.13  -0.373
C12 1.22 0.62 -2.79  -0.199
C13 0.37 1.87 -2.73  -0.197
O4 0.21 2.30 -1.39  -0.222
C14 1.18 3.25 -0.96  -0.111
H10 -0.18 -1.25 -3.87  0.092
H11 -1.37 -0.45 -2.79  0.083
H12 -0.69 -2.01 -2.33  0.062
H13 1.41 0.36 -3.84  0.129
H14 2.18 0.78 -2.30  0.109
H15 -0.63 1.67 -3.12  0.120
H16 0.82 2.66 -3.34  0.127
H17 1.04 4.19 -1.50  0.088
H18 2.19 2.87 -1.11  0.054
H19 1.01 3.41 0.10  0.073
N5 -3.31 2.26 -0.34  0.087
C15 -3.66 1.02 0.13  -0.716
N6 -3.01 -0.07 -0.09  0.116
C16 -3.66 -1.14 0.49  -0.349
C17 -4.80 -0.85 1.16  -0.407
S2 -5.12 0.84 1.07  1.011
C18 -3.09 -2.50 0.43  -0.361
C19 -3.64 -3.56 1.06  -0.390
S3 -2.65 -4.96 0.85  1.010
C20 -1.56 -3.99 -0.11  -0.691
N7 -1.92 -2.75 -0.25  0.091
N8 -0.46 -4.55 -0.68  0.082
H20 -2.31 2.34 -0.51  0.076
H21 -3.62 3.01 0.25  0.072
H22 -5.47 -1.51 1.68  0.065
H23 -4.54 -3.60 1.66  0.060
H24 -0.14 -5.40 -0.25  0.054
H25 0.33 -3.90 -0.80  -0.019
F1 3.71 1.48 -0.93  -0.214
C21 3.18 1.37 0.42  -0.410
F2 4.21 0.66 1.09  -0.183
H26 3.32 2.40 0.79  0.026
C22 2.23 -6.68 -0.28  -0.077
C23 3.21 -5.53 -0.54  -0.646
C24 3.84 -5.71 -1.93  -0.070
C25 4.32 -5.58 0.52  -0.069
C26 2.51 -4.24 -0.46  -0.247
C27 1.94 -3.15 -0.38  -0.175
H27 2.74 -7.65 -0.33  0.077
H28 1.43 -6.68 -1.03  0.072
H29 1.78 -6.58 0.71  0.082
H30 4.37 -6.66 -1.99  0.074
H31 4.53 -4.89 -2.13  0.082
H32 3.06 -5.69 -2.70  0.080
H33 4.86 -6.53 0.48  0.075
H34 3.90 -5.46 1.52  0.081
H35 5.03 -4.77 0.36  0.083

Summary:
LUMO energy: 2.23 eV
HOMO-LUMO gap: 6.6 eV
Total charge: -1
Highest occupied orbital energy: -4.35 eV
Max |F|: 0.95 eV/A
Molar mass: 807.2 g/mol
ΔE to the lowest compared entry with this formula, charge and spin: 32.50 kcal/mol


ORCA calculation (wB97M-V/def2-TZVPD) on a structure of composition C27H35BrF5MoO6PS5Sb.

Each line ends with the Löwdin charge.
Geometry (Å):
Mo1 -0.40 0.56 0.37  1.093
S1 -3.31 1.19 4.09  -0.376
Sb1 -3.40 0.22 2.06  0.215
S2 -1.24 -1.02 1.76  -0.057
S3 -2.25 1.82 0.45  0.009
C1 6.33 3.77 3.52  -0.074
C2 6.08 2.44 2.79  -0.559
C3 6.83 2.48 1.46  -0.051
C4 6.64 1.31 3.66  -0.051
C5 4.59 2.20 2.53  -0.173
C6 4.20 1.04 1.87  -0.081
C7 2.87 0.82 1.61  -0.530
Br1 2.33 -0.78 0.76  0.862
C8 1.87 1.74 1.98  -0.316
O1 0.61 1.45 1.67  -0.397
C9 2.24 2.89 2.69  -0.068
C10 3.60 3.08 2.93  0.013
C11 1.27 3.96 3.22  -0.520
C12 -0.22 3.67 2.98  -0.070
C13 1.47 4.08 4.74  -0.052
C14 1.60 5.30 2.55  -0.045
H1 7.41 3.90 3.67  0.079
H2 5.85 3.79 4.49  0.084
H3 5.98 4.62 2.93  0.085
H4 7.90 2.65 1.62  0.078
H5 6.45 3.28 0.82  0.090
H6 6.72 1.54 0.91  0.078
H7 7.71 1.47 3.85  0.078
H8 6.53 0.34 3.18  0.078
H9 6.13 1.27 4.62  0.089
H10 4.93 0.30 1.55  0.104
H11 3.88 3.99 3.45  0.088
H12 -0.55 2.74 3.44  0.063
H13 -0.45 3.63 1.92  0.037
H14 -0.80 4.49 3.42  0.088
H15 1.25 3.14 5.23  0.092
H16 0.79 4.84 5.13  0.080
H17 2.49 4.38 5.00  0.067
H18 1.45 5.23 1.47  0.070
H19 2.63 5.62 2.76  0.070
H20 0.93 6.08 2.94  0.082
O2 0.55 3.88 -0.28  -0.019
C15 0.94 3.02 -1.04  -0.508
O3 0.64 1.76 -1.03  -0.257
H21 1.63 3.28 -1.87  0.125
F1 0.27 -1.44 -6.52  0.099
C16 0.07 -1.19 -5.22  -0.171
C17 -1.20 -1.25 -4.68  -0.154
F2 -2.24 -1.55 -5.48  0.103
C18 -1.39 -1.00 -3.34  -0.144
F3 -2.63 -1.03 -2.84  0.109
C19 -0.33 -0.69 -2.48  -0.228
O4 -0.63 -0.46 -1.22  -0.328
C20 0.95 -0.64 -3.05  -0.170
F4 2.01 -0.36 -2.31  0.066
C21 1.14 -0.88 -4.39  -0.153
F5 2.37 -0.84 -4.91  0.111
C22 -2.59 -3.93 -1.46  -0.045
C23 -1.30 -4.17 -0.70  -0.508
C24 -1.55 -4.68 0.70  -0.080
O5 -0.56 -5.12 -1.47  -0.353
P1 1.05 -5.36 -1.27  -0.228
S4 1.42 -6.72 0.09  0.102
S5 1.94 -3.60 -1.14  0.191
O6 1.34 -6.08 -2.70  -0.347
C25 0.85 -5.73 -3.99  -0.459
C26 0.77 -4.24 -4.28  -0.086
C27 -0.48 -6.43 -4.24  -0.056
H22 -3.20 -3.19 -0.95  0.080
H23 -3.15 -4.86 -1.54  0.081
H24 -2.38 -3.57 -2.47  0.064
H25 -0.72 -3.24 -0.65  0.074
H26 -2.08 -5.63 0.67  0.082
H27 -2.14 -3.95 1.26  0.049
H28 -0.60 -4.83 1.23  0.050
H29 1.59 -6.16 -4.67  0.131
H30 0.03 -3.76 -3.64  0.062
H31 0.47 -4.10 -5.33  0.083
H32 1.73 -3.76 -4.11  0.064
H33 -1.25 -6.02 -3.59  0.065
H34 -0.39 -7.50 -4.02  0.079
H35 -0.78 -6.31 -5.28  0.073

Summary:
LUMO energy (spin up / spin down): 3.29 / 3.35 eV
HOMO-LUMO gap (spin up / spin down): 5.7 / 5.8 eV
⟨S²⟩: 0.766
Total charge: -2
2S+1: 2
Highest occupied orbital energy (spin up / spin down): -2.41 / -2.41 eV
Max |F|: 0.50 eV/A
Molar mass: 1039.5 g/mol
ΔE to the lowest compared entry with this formula, charge and spin: 0.00 kcal/mol


ORCA calculation (wB97M-V/def2-TZVPD) on a structure of composition C27H35Cl2DyPSi.

Each line ends with the Löwdin charge.
Geometry (Å):
Dy1 -1.01 -0.35 0.67  0.841
Cl1 -3.16 1.41 -0.40  0.643
C1 -2.67 2.91 -1.22  -0.603
C2 -3.71 3.66 -1.74  -0.091
C3 -3.39 4.86 -2.38  -0.050
C4 -2.07 5.27 -2.47  -0.052
C5 -1.06 4.49 -1.94  -0.057
C6 -1.34 3.28 -1.29  -0.388
P1 -0.02 2.23 -0.62  0.989
C7 1.52 2.92 -1.27  -0.399
C8 2.21 3.93 -0.60  -0.083
C9 3.37 4.45 -1.14  -0.061
C10 3.85 3.96 -2.35  -0.062
C11 3.17 2.95 -3.01  -0.067
C12 2.01 2.43 -2.47  -0.096
C13 0.00 2.57 1.16  -0.461
C14 0.91 1.82 1.92  -0.183
C15 0.96 1.95 3.30  -0.067
C16 0.08 2.82 3.94  -0.056
C17 -0.83 3.55 3.20  -0.049
C18 -0.87 3.44 1.82  -0.071
H1 -4.73 3.33 -1.65  0.113
H2 -4.19 5.46 -2.80  0.117
H3 -1.83 6.19 -2.97  0.116
H4 -0.03 4.82 -2.03  0.108
H5 1.84 4.32 0.34  0.112
H6 3.91 5.23 -0.62  0.112
H7 4.76 4.37 -2.77  0.112
H8 3.55 2.57 -3.95  0.111
H9 1.49 1.63 -2.99  0.104
H10 1.60 1.14 1.42  0.093
H11 1.67 1.38 3.88  0.117
H12 0.10 2.92 5.01  0.117
H13 -1.52 4.22 3.70  0.118
H14 -1.59 4.02 1.25  0.113
Cl2 -2.20 -0.15 2.81  -0.163
C19 -0.20 -3.60 2.71  -0.188
Si1 -0.21 -3.20 0.87  0.653
C20 -1.64 -4.07 -0.05  -0.681
C21 -1.40 -5.59 -0.05  -0.082
C22 -1.81 -3.59 -1.49  -0.104
C23 -2.94 -3.78 0.71  -0.106
C24 1.56 -3.21 0.14  -0.679
C25 1.60 -2.94 -1.36  -0.099
C26 2.23 -4.56 0.43  -0.083
C27 2.37 -2.11 0.85  -0.116
H15 0.06 -4.65 2.85  0.043
H16 -1.18 -3.43 3.16  0.025
H17 0.52 -3.00 3.26  0.032
H18 -0.53 -5.87 -0.64  0.074
H19 -2.27 -6.10 -0.49  0.093
H20 -1.28 -5.99 0.96  0.084
H21 -0.97 -3.86 -2.13  0.068
H22 -1.95 -2.51 -1.56  0.059
H23 -2.71 -4.05 -1.92  0.094
H24 -2.92 -4.13 1.74  0.081
H25 -3.77 -4.29 0.21  0.094
H26 -3.20 -2.71 0.73  0.057
H27 1.16 -3.75 -1.94  0.075
H28 2.63 -2.83 -1.68  0.093
H29 1.07 -2.01 -1.63  0.070
H30 1.72 -5.39 -0.07  0.075
H31 2.26 -4.78 1.50  0.081
H32 3.26 -4.55 0.08  0.092
H33 2.00 -1.10 0.60  0.040
H34 3.41 -2.15 0.51  0.096
H35 2.37 -2.21 1.93  0.080

Summary:
LUMO energy (spin up / spin down): -2.94 / -3.44 eV
HOMO-LUMO gap (spin up / spin down): 7.5 / 7.6 eV
⟨S²⟩: 9.447
Total charge: +1
2S+1: 6
Highest occupied orbital energy (spin up / spin down): -10.46 / -11.02 eV
Max |F|: 0.50 eV/A
Molar mass: 652.0 g/mol
ΔE to the lowest compared entry with this formula, charge and spin: 0.00 kcal/mol


ORCA calculation (wB97M-V/def2-TZVPD) on a structure of composition C27H35ClIrN4P2 at a distorted geometry.

Each line ends with the Löwdin charge.
Geometry (Å):
Ir1 -0.04 0.47 2.25  0.648
C1 -1.88 1.58 -3.31  0.072
C2 -2.02 0.26 -3.19  0.053
C3 -1.09 -0.79 -3.72  -0.113
C4 0.44 -0.47 -3.77  -0.147
C5 1.11 0.26 -2.63  -0.153
C6 0.80 1.51 -2.19  -0.120
C7 0.47 2.58 -3.16  -0.139
C8 -0.77 2.29 -4.04  -0.113
C9 1.24 0.70 3.92  -0.297
H1 -2.64 2.26 -2.91  0.128
H2 -2.97 -0.17 -2.86  0.128
H3 -1.36 -1.02 -4.77  0.168
H4 -1.27 -1.72 -3.16  0.122
H5 0.92 -1.46 -3.82  0.132
H6 0.66 0.06 -4.71  0.126
H7 2.10 -0.20 -2.41  0.126
H8 0.88 1.82 -1.15  0.098
H9 1.31 2.70 -3.87  0.146
H10 0.34 3.54 -2.63  0.132
H11 -1.17 3.26 -4.35  0.141
H12 -0.48 1.72 -4.93  0.129
H13 0.57 1.28 4.58  -0.024
H14 2.18 1.26 3.78  0.001
H15 1.41 -0.30 4.37  0.020
P1 1.63 -0.45 1.22  0.803
P2 -1.55 -0.58 1.04  0.777
N1 2.72 0.84 0.69  -0.198
N2 2.79 -1.59 1.90  -0.216
N3 -2.46 0.64 0.16  -0.211
N4 -2.83 -1.54 1.75  -0.230
C10 0.85 -1.29 -0.19  -0.349
C11 -0.64 -1.65 -0.09  -0.302
C12 2.52 2.18 1.07  -0.080
C13 3.63 2.92 0.66  0.013
C14 4.49 2.02 -0.06  0.012
C15 3.90 0.76 -0.04  -0.022
C16 3.60 -1.37 3.03  -0.132
C17 4.25 -2.55 3.36  -0.045
C18 3.85 -3.54 2.40  -0.054
C19 2.96 -2.93 1.53  -0.124
C20 -2.11 2.00 0.25  -0.183
C21 -3.15 2.75 -0.30  -0.062
C22 -4.09 1.83 -0.86  -0.071
C23 -3.63 0.55 -0.59  -0.164
C24 -4.10 -1.92 1.31  -0.114
C25 -4.70 -2.73 2.27  -0.046
C26 -3.74 -2.88 3.33  -0.053
C27 -2.60 -2.16 2.98  -0.154
H16 1.44 -2.16 -0.47  0.080
H17 0.96 -0.58 -1.02  0.012
H18 -1.14 -1.59 -1.07  0.067
H19 -0.76 -2.68 0.27  0.110
H20 1.64 2.45 1.63  0.092
H21 3.78 3.97 0.86  0.124
H22 5.44 2.29 -0.51  0.123
H23 4.21 -0.18 -0.46  0.137
H24 3.62 -0.40 3.50  0.095
H25 4.93 -2.69 4.20  0.114
H26 4.18 -4.57 2.37  0.112
H27 2.42 -3.34 0.69  0.093
H28 -1.20 2.28 0.78  0.059
H29 -3.19 3.82 -0.31  0.112
H30 -5.01 2.05 -1.40  0.119
H31 -4.02 -0.40 -0.94  0.097
H32 -4.49 -1.61 0.35  0.075
H33 -5.68 -3.16 2.20  0.109
H34 -3.87 -3.45 4.24  0.109
H35 -1.67 -2.02 3.49  0.091
Cl1 -1.90 1.25 3.42  0.012

Summary:
LUMO energy (spin up / spin down): -6.11 / -10.46 eV
HOMO-LUMO gap (spin up / spin down): 6.6 / 2.6 eV
⟨S²⟩: 8.771
Total charge: +2
2S+1: 6
Highest occupied orbital energy (spin up / spin down): -12.69 / -13.03 eV
Max |F|: 5.43 eV/A
Molar mass: 705.2 g/mol
ΔE to the lowest compared entry with this formula, charge and spin: 36.18 kcal/mol


ORCA calculation (wB97M-V/def2-TZVPD) on a structure of composition C27H35CoN10OS at a distorted geometry.

Each line ends with the Löwdin charge.
Geometry (Å):
Co1 0.54 -0.37 -0.19  0.497
C1 3.42 -0.01 5.13  0.004
C2 2.06 0.37 4.68  -0.326
N1 1.18 0.98 5.41  0.131
N2 0.09 1.10 4.61  0.034
C3 0.24 0.58 3.38  -0.743
S1 -0.86 0.52 2.14  0.702
N3 1.53 0.10 3.43  -0.085
N4 2.11 -0.55 2.36  0.119
H1 3.50 0.19 6.19  0.092
H2 4.18 0.56 4.60  0.091
H3 3.60 -1.07 4.95  0.085
H4 -0.75 1.54 4.96  0.155
H5 2.38 -1.49 2.60  0.113
H6 2.92 -0.05 2.02  0.111
C4 1.72 3.90 0.24  -0.046
C5 3.01 3.89 -0.27  -0.045
C6 3.56 2.70 -0.70  0.001
C7 2.79 1.53 -0.64  -0.214
N5 1.55 1.55 -0.12  0.050
C8 1.04 2.71 0.30  -0.159
C9 3.26 0.21 -1.08  -0.205
C10 4.48 0.02 -1.74  -0.037
C11 4.86 -1.24 -2.15  -0.084
C12 4.05 -2.33 -1.88  -0.078
C13 2.84 -2.14 -1.22  -0.118
C14 2.41 -0.88 -0.83  -0.135
H7 1.26 4.82 0.59  0.109
H8 3.59 4.81 -0.33  0.115
H9 4.57 2.67 -1.07  0.107
H10 0.04 2.66 0.72  0.060
H11 5.13 0.86 -1.94  0.102
H12 5.80 -1.37 -2.68  0.105
H13 4.35 -3.32 -2.20  0.105
H14 2.24 -3.02 -1.01  0.084
O1 0.68 -1.02 -2.83  -0.107
C15 -0.53 -1.37 -3.48  -0.242
C16 -1.34 -2.18 -2.48  -0.158
C17 -0.49 -3.34 -1.94  -0.117
C18 -0.49 -3.49 -0.45  -0.249
C19 -0.75 -4.74 0.09  -0.009
C20 -0.65 -4.96 1.45  -0.042
C21 -0.31 -3.89 2.26  -0.044
C22 -0.11 -2.66 1.66  -0.160
N6 -0.19 -2.43 0.34  0.086
H15 1.17 -0.38 -3.35  0.115
H16 -0.30 -1.99 -4.35  0.127
H17 -1.09 -0.49 -3.81  0.112
H18 -2.25 -2.54 -2.96  0.121
H19 -1.62 -1.53 -1.64  0.073
H20 0.54 -3.15 -2.24  0.101
H21 -0.79 -4.29 -2.38  0.119
H22 -1.00 -5.56 -0.57  0.117
H23 -0.84 -5.94 1.88  0.117
H24 -0.22 -3.99 3.33  0.111
H25 0.10 -1.80 2.27  0.020
C23 -4.56 3.68 -0.17  -0.064
C24 -5.22 2.65 -1.08  -0.406
C25 -5.79 1.48 -0.29  -0.067
C26 -4.28 2.21 -2.21  -0.102
N7 -2.94 1.83 -1.78  -0.079
C27 -2.49 0.97 -0.86  -0.135
N8 -1.18 0.95 -0.91  -0.037
N9 -0.83 1.82 -1.89  0.014
N10 -1.87 2.34 -2.41  0.088
H26 -5.30 4.10 0.52  0.086
H27 -4.13 4.50 -0.75  0.085
H28 -3.77 3.23 0.43  0.073
H29 -6.05 3.14 -1.60  0.139
H30 -5.04 1.01 0.34  0.062
H31 -6.21 0.72 -0.96  0.083
H32 -6.60 1.82 0.36  0.086
H33 -4.12 3.04 -2.90  0.129
H34 -4.72 1.38 -2.76  0.131
H35 -3.10 0.40 -0.18  0.126

Summary:
LUMO energy (spin up / spin down): -1.98 / -1.81 eV
HOMO-LUMO gap (spin up / spin down): 8.5 / 8.5 eV
⟨S²⟩: 1.151
Total charge: +1
2S+1: 2
Highest occupied orbital energy (spin up / spin down): -10.53 / -10.32 eV
Max |F|: 1.30 eV/A
Molar mass: 606.6 g/mol
ΔE to the lowest compared entry with this formula, charge and spin: 35.72 kcal/mol


ORCA calculation (wB97M-V/def2-TZVPD) on a structure of composition C27H35F5N4OP2SrTe at a distorted geometry.

Each line ends with the Löwdin charge.
Geometry (Å):
Sr1 -0.79 -1.81 -3.89  1.303
C1 -1.56 3.38 -1.15  -0.128
C2 -2.14 2.93 -2.26  -0.111
C3 -1.39 2.53 -3.52  -0.188
C4 -0.11 1.63 -3.39  -0.228
C5 1.24 2.30 -3.43  -0.104
C6 1.57 3.51 -2.95  -0.104
C7 0.73 4.26 -1.97  -0.184
C8 -0.07 3.42 -0.92  -0.180
C9 2.88 -3.77 -0.46  0.070
H1 -2.20 3.75 -0.33  0.110
H2 -3.26 2.82 -2.33  0.112
H3 -1.08 3.43 -4.11  0.122
H4 -2.13 1.91 -4.10  0.085
H5 -0.25 0.90 -2.54  0.055
H6 -0.09 0.98 -4.30  0.046
H7 1.97 1.66 -3.91  0.079
H8 2.56 3.93 -3.15  0.100
H9 0.03 4.89 -2.54  0.115
H10 1.40 4.89 -1.37  0.104
H11 0.27 2.36 -0.86  0.100
H12 0.07 3.92 0.06  0.112
H13 2.15 -3.61 0.35  -0.016
H14 3.12 -2.88 -1.06  -0.026
H15 2.88 -4.72 -1.01  -0.017
P1 1.40 -1.44 -6.23  1.108
P2 -2.30 -0.47 -6.32  1.089
N1 2.74 -0.30 -6.64  -0.257
N2 2.12 -2.69 -7.44  -0.223
N3 -2.18 1.11 -7.25  -0.225
N4 -3.79 -1.00 -7.19  -0.251
C10 0.28 -0.75 -7.45  -0.432
C11 -1.12 -1.39 -7.41  -0.405
C12 3.81 -0.03 -5.78  -0.146
C13 4.68 0.86 -6.41  -0.083
C14 4.15 1.12 -7.71  -0.071
C15 2.96 0.40 -7.83  -0.148
C16 2.47 -3.99 -7.10  -0.156
C17 2.88 -4.67 -8.26  -0.094
C18 2.80 -3.75 -9.34  -0.079
C19 2.36 -2.54 -8.81  -0.151
C20 -1.40 2.16 -6.72  -0.170
C21 -1.34 3.22 -7.61  -0.071
C22 -2.12 2.84 -8.74  -0.067
C23 -2.50 1.50 -8.55  -0.157
C24 -4.73 -0.41 -8.05  -0.140
C25 -5.56 -1.40 -8.58  -0.076
C26 -5.16 -2.64 -8.00  -0.087
C27 -4.05 -2.38 -7.20  -0.169
H16 0.63 -0.88 -8.48  0.067
H17 0.22 0.34 -7.26  0.071
H18 -1.56 -1.43 -8.43  0.109
H19 -1.12 -2.42 -7.02  0.060
H20 3.86 -0.47 -4.78  0.111
H21 5.59 1.28 -6.02  0.093
H22 4.54 1.75 -8.49  0.093
H23 2.26 0.35 -8.65  0.091
H24 2.39 -4.33 -6.08  0.096
H25 3.18 -5.71 -8.32  0.090
H26 3.01 -3.93 -10.39  0.096
H27 2.18 -1.61 -9.32  0.080
H28 -0.95 2.06 -5.74  0.053
H29 -0.77 4.14 -7.48  0.106
H30 -2.43 3.46 -9.57  0.094
H31 -3.02 0.85 -9.22  0.090
H32 -4.75 0.66 -8.24  0.097
H33 -6.34 -1.23 -9.31  0.098
H34 -5.63 -3.61 -8.14  0.100
H35 -3.42 -3.07 -6.65  0.094
F1 -0.65 -3.19 -2.02  -0.717
Te1 -0.78 -1.25 -0.59  1.979
F2 0.10 -1.20 1.26  -0.479
F3 -0.83 0.63 -0.15  -0.417
F4 -2.52 -1.82 0.12  -0.472
F5 0.92 -0.87 -1.71  -0.538
O1 -1.62 -0.68 -2.19  -0.912

Summary:
LUMO energy (spin up / spin down): -1.52 / -2.44 eV
HOMO-LUMO gap (spin up / spin down): 7.1 / 6.2 eV
Highest occupied orbital energy (spin up / spin down): -8.67 / -8.64 eV
Max |F|: 6.11 eV/A
Molar mass: 803.8 g/mol